(1)
DFT (wB97M-V/def2-TZVPD) results for a cluster of 2 separate species, C5H12NS in total at a distorted geometry.

## Properties
**Energy above the lowest of the compared OMol25 structures with the same formula, charge and spin**: 396.1 kJ/mol
**Net charge**: +1
**DFT total energy**: -650.26388 a.u.
**Orbital gap**: 8.262 eV
**E_HOMO**: -12.29 eV

Geometry (Å):
C  -2.22  0.16  -0.67
C  -0.42  -1.93  0.09
C  0.28  1.82  -0.07
C  1.86  -0.01  0.43
C  -0.49  -0.40  0.34
N  0.58  0.35  -0.21
S  -3.46  0.33  0.25
H  -2.05  0.45  -1.73
H  -1.30  -2.48  0.45
H  0.48  -2.32  0.60
H  -0.51  -1.97  -1.00
H  1.19  2.44  -0.12
H  -0.29  1.99  -0.97
H  -0.24  2.02  0.84
H  1.69  0.02  1.44
H  2.04  -1.00  0.19
H  2.75  0.59  0.04
H  -0.71  0.02  1.22
H  0.81  -0.07  -1.13

Partial atomic charges computed with the Löwdin method, in multiples of e: C -0.586; C -0.027; C 0.046; C 0.011; C -0.261; N -0.219; S 0.802; H 0.048; H 0.097; H 0.089; H 0.086; H 0.116; H 0.098; H 0.111; H 0.092; H 0.071; H 0.156; H 0.067; H 0.204

=====

(2)
DFT (wB97M-V/def2-TZVPD) results for the ion C9H19N2O with charge +1 at a distorted geometry.

## Properties
**Energy above the lowest of the compared OMol25 structures with the same formula, charge and spin**: 315.3 kJ/mol
**Net charge**: +1
**DFT total energy**: -538.72921 a.u.
**Orbital gap**: 10.662 eV
**E_HOMO**: -13.55 eV

Geometry (Å):
C  -2.14  0.69  -0.22
C  -1.11  -0.94  -1.43
C  0.14  0.03  -0.01
C  2.17  -0.54  -1.29
C  0.95  1.52  -1.99
C  1.52  -0.25  2.13
C  -0.75  -1.34  1.96
C  1.32  0.69  -0.79
C  0.47  -0.90  1.17
N  -0.97  0.89  0.31
N  -3.26  1.34  0.01
O  -2.30  -0.38  -1.01
H  -0.77  -0.83  -2.42
H  -1.21  -2.08  -1.23
H  1.68  -1.51  -1.51
H  2.90  -0.66  -0.59
H  2.76  -0.23  -2.12
H  0.06  2.25  -1.64
H  0.65  0.93  -2.72
H  1.74  2.11  -2.42
H  1.54  -0.75  2.98
H  1.06  0.79  2.44
H  2.41  -0.23  1.57
H  -1.22  -0.39  2.27
H  -0.63  -1.98  2.86
H  -1.40  -1.89  1.43
H  1.73  1.23  0.00
H  0.86  -1.71  0.65
H  -0.71  1.49  1.09
H  -3.46  1.90  0.80
H  -4.05  0.72  -0.29

Partial atomic charges computed with the Löwdin method, in multiples of e: C -0.387; C 0.042; C -0.178; C -0.019; C -0.045; C 0.004; C -0.036; C -0.318; C -0.346; N 0.151; N 0.255; O 0.029; H 0.080; H 0.140; H 0.106; H 0.040; H 0.080; H 0.131; H 0.017; H 0.093; H 0.028; H 0.133; H 0.065; H 0.094; H 0.115; H 0.030; H 0.106; H 0.109; H 0.184; H 0.124; H 0.170

=====

(3)
DFT (wB97M-V/def2-TZVPD) results for a cluster of 3 separate species, CH10N3O2 in total at a distorted geometry.

## Properties
**Energy above the lowest of the compared OMol25 structures with the same formula, charge and spin**: 48.5 kJ/mol
**Net charge**: +1
**DFT total energy**: -358.66294 a.u.
**Orbital gap**: 12.257 eV
**E_HOMO**: -15.12 eV

Geometry (Å):
N  2.16  -0.27  0.98
C  1.72  -0.41  -0.29
N  0.43  -0.59  -0.53
N  2.64  -0.45  -1.26
H  1.45  -0.05  1.66
H  3.14  -0.06  1.07
H  0.15  -0.24  -1.44
H  -0.30  -0.57  0.19
H  3.60  -0.64  -1.04
H  2.43  -0.40  -2.24
H  -2.12  0.40  0.64
H  -2.05  -0.18  2.06
O  -1.49  0.13  1.34
H  -4.31  0.52  -0.05
H  -3.93  1.82  -0.73
O  -3.54  1.01  -0.37

Partial atomic charges computed with the Löwdin method, in multiples of e: N 0.211; C -0.462; N 0.207; N 0.198; H 0.129; H 0.129; H 0.138; H 0.080; H 0.130; H 0.133; H 0.011; H 0.068; O -0.066; H 0.070; H 0.071; O -0.048

=====

(4)
DFT (wB97M-V/def2-TZVPD) results for an isolated molecule of C19H17N3O2S at a distorted geometry.

## Properties
**Energy above the lowest of the compared OMol25 structures with the same formula, charge and spin**: 23.2 kJ/mol
**Structure (SMILES)**: Cc1c(Sc2ccccc2)n(C/C=C/c2cccnc2)c(=O)[nH]c1=O
**Net charge**: 0
**DFT total energy**: -1447.16489 a.u.
**Orbital gap**: 8.666 eV
**E_HOMO**: -8.69 eV

Geometry (Å):
C  -3.70  -0.46  2.27
C  -2.47  0.43  2.48
C  -1.86  1.11  1.43
S  -2.49  0.90  -0.24
C  -1.62  -0.49  -0.88
C  -0.82  -1.32  -0.10
C  -0.08  -2.36  -0.69
C  -0.23  -2.61  -2.05
C  -1.08  -1.83  -2.84
C  -1.74  -0.78  -2.22
N  -0.76  1.95  1.71
C  0.04  2.59  0.63
C  1.14  1.64  0.22
C  1.24  1.21  -1.08
C  2.27  0.29  -1.61
C  3.42  -0.05  -0.93
C  4.29  -0.97  -1.52
C  4.02  -1.49  -2.77
N  2.96  -1.10  -3.43
C  2.05  -0.25  -2.88
C  -0.40  2.15  3.03
O  0.54  2.86  3.33
N  -0.95  1.47  4.07
C  -2.00  0.63  3.85
O  -2.59  0.14  4.82
H  -3.57  -1.44  2.72
H  -4.53  0.07  2.77
H  -4.06  -0.57  1.26
H  -0.75  -1.14  0.97
H  0.58  -3.00  -0.13
H  0.31  -3.41  -2.54
H  -1.09  -2.03  -3.90
H  -2.31  -0.15  -2.90
H  0.43  3.55  0.94
H  -0.65  2.81  -0.20
H  1.88  1.32  0.95
H  0.51  1.55  -1.84
H  3.65  0.37  0.04
H  5.21  -1.28  -1.07
H  4.76  -2.15  -3.23
H  1.15  -0.02  -3.41
H  -0.72  1.85  4.96

Partial atomic charges computed with the Löwdin method, in multiples of e: C -0.052; C -0.169; C -0.400; S 1.048; C -0.529; C -0.081; C -0.058; C -0.097; C -0.086; C -0.130; N 0.005; C -0.137; C -0.042; C -0.044; C -0.218; C -0.010; C -0.061; C -0.171; N 0.065; C -0.083; C -0.477; O 0.070; N 0.218; C -0.406; O 0.060; H 0.086; H 0.096; H 0.041; H 0.105; H 0.104; H 0.103; H 0.109; H 0.107; H 0.124; H 0.096; H 0.109; H 0.123; H 0.107; H 0.093; H 0.110; H 0.100; H 0.173

=====

(5)
DFT (wB97M-V/def2-TZVPD) results for a structure of composition C5H9N3 at a distorted geometry.

## Properties
**Energy above the lowest of the compared OMol25 structures with the same formula, charge and spin**: 370.9 kJ/mol
**Net charge**: 0
**DFT total energy**: -360.05601 a.u.
**Orbital gap**: 8.881 eV
**E_HOMO**: -8.28 eV

Geometry (Å):
C  -0.73  -1.63  0.52
C  0.58  0.19  -1.06
C  1.11  0.62  0.25
C  -0.74  -0.22  0.02
N  0.90  1.99  0.49
C  -1.81  0.56  -0.03
N  0.80  -0.27  -2.17
N  2.00  -0.03  0.94
H  1.24  2.59  -0.25
H  1.25  2.25  1.40
H  0.09  -0.82  -2.66
H  2.06  -1.02  0.72
H  -0.10  -1.71  1.41
H  -0.35  -2.33  -0.23
H  -1.74  -1.94  0.79
H  -1.74  1.59  -0.36
H  -2.79  0.19  0.23

Partial atomic charges computed with the Löwdin method, in multiples of e: C -0.074; C -0.209; C -0.548; C -0.293; N 0.099; C 0.054; N 0.180; N 0.123; H 0.097; H 0.091; H 0.079; H 0.038; H 0.075; H 0.082; H 0.077; H 0.063; H 0.065